Entry 1:
Density functional theory data (the ωB97M-V functional and the def2-TZVPD basis) for 2 unconnected molecules or ions with the total composition C16H34ClNO3.

Values from the calculation:
Spin multiplicity ... 1
Electronic energy ... -1370.52411 Ha
Highest occupied orbital energy ... -5.212 eV
Max |F| ... 0.016 Eh/bohr

Last columns: bonded neighbours and bond lengths (Å).
Element x y z (Å)
1 C 4.32121 -1.67959 -1.18151  C2 1.536, H19 1.090, H20 1.089, H21 1.087
2 C 3.91340 -0.46436 -0.33557  C1 1.536, C3 1.522, H22 1.093, H23 1.093
3 C 2.96510 -0.82444 0.79945  C2 1.522, Cl4 1.796, C5 1.534, H24 1.089
4 Cl 1.52231 -1.70058 0.18455  C3 1.796
5 C 2.30083 0.36940 1.49681  C3 1.534, C6 1.534, N18 1.499, H25 1.089
6 C 3.14112 1.34646 2.32863  C5 1.534, O7 1.422, H26 1.094, H27 1.090
7 O 2.60964 2.65950 2.20344  C6 1.422, C8 1.419
8 C 1.19541 2.71319 2.30907  O7 1.419, C9 1.544, H28 1.087, H29 1.095
9 C 0.51997 2.00594 1.11474  C8 1.544, O10 1.369, N18 1.506, H30 1.095
10 O -0.01663 2.92357 0.25164  C9 1.369, C11 1.452
11 C -0.59198 2.41683 -0.98097  O10 1.452, C12 1.536, H31 1.088, H32 1.096
12 C -1.76781 1.43213 -0.89765  C11 1.536, C13 1.533, C14 1.542, H33 1.093
13 C -1.26551 -0.00840 -1.04615  C12 1.533, H34 1.094, H35 1.093, H36 1.088
14 C -2.69158 1.73405 0.29998  C12 1.542, C15 1.538, H37 1.094, H38 1.096
15 C -3.73793 0.66603 0.65956  C14 1.538, C16 1.538, C17 1.543, H39 1.093
16 C -4.53619 0.16831 -0.55729  C15 1.538, H40 1.091, H41 1.089, H42 1.092
17 C -3.16405 -0.48492 1.51228  C15 1.543, H43 1.090, H44 1.089, H45 1.092
18 N 1.61269 1.20368 0.45861  C5 1.499, C9 1.506, H46 1.031, H47 1.022
19 H 4.17418 -2.60706 -0.62770  C1 1.090
20 H 5.37546 -1.62259 -1.44710  C1 1.089
21 H 3.73602 -1.74780 -2.09488  C1 1.087
22 H 3.45066 0.28000 -0.98930  C2 1.093
23 H 4.80821 -0.01755 0.10589  C2 1.093
24 H 3.48631 -1.45614 1.51770  C3 1.089
25 H 1.50809 -0.03540 2.12400  C5 1.089
26 H 3.13453 1.02327 3.37361  C6 1.094
27 H 4.17338 1.40091 1.98428  C6 1.090
28 H 0.90058 3.75912 2.29422  C8 1.087
29 H 0.85907 2.26966 3.25200  C8 1.095
30 H -0.20266 1.25672 1.45415  C9 1.095
31 H -0.86598 3.32525 -1.51322  C11 1.088
32 H 0.21212 1.95345 -1.56437  C11 1.096
33 H -2.35835 1.64591 -1.79275  C12 1.093
34 H -0.74922 -0.36968 -0.15227  C13 1.094
35 H -0.56370 -0.08803 -1.88061  C13 1.093
36 H -2.04371 -0.72853 -1.29017  C13 1.088
37 H -2.12427 1.98124 1.20156  C14 1.094
38 H -3.24375 2.64747 0.05254  C14 1.096
39 H -4.45757 1.18312 1.30001  C15 1.093
40 H -5.58182 0.01801 -0.28437  C16 1.091
41 H -4.16043 -0.77567 -0.94900  C16 1.089
42 H -4.53540 0.90090 -1.36667  C16 1.092
43 H -2.07627 -0.53000 1.46473  C17 1.090
44 H -3.53532 -1.45589 1.18635  C17 1.089
45 H -3.43074 -0.36249 2.56388  C17 1.092
46 H 1.20939 0.58320 -0.25864  N18 1.031
47 H 2.28658 1.83556 0.02197  N18 1.022
48 C -0.72406 -4.36044 -1.93042  C49 1.541, H51 1.093, H52 1.099, H53 1.093
49 C -0.72853 -2.83807 -2.16969  C48 1.541, O50 1.322, H54 1.138, H55 1.156
50 O -1.81428 -2.33097 -2.72907  C49 1.322
51 H -0.81356 -4.88323 -2.88579  C48 1.093
52 H 0.20048 -4.69156 -1.43781  C48 1.099
53 H -1.57256 -4.63878 -1.29975  C48 1.093
54 H 0.24032 -2.61550 -2.72291  C49 1.138
55 H -0.50319 -2.38520 -1.13002  C49 1.156

---

Entry 2:
Density functional theory data (the ωB97M-V functional and the def2-TZVPD basis) for 2 unconnected molecules or ions with the total composition C16H34F3NO6PS2.

Values from the calculation:
Spin multiplicity ... 1
Net charge ... -1
Electronic energy ... -2573.71990 Ha
Highest occupied orbital energy ... -5.876 eV
Max |F| ... 0.041 Eh/bohr

Last columns: bonded neighbours and bond lengths (Å).
Element x y z (Å)
1 C 7.19757 -1.99838 0.59134  C2 1.523, H22 1.081, H23 1.089, H24 1.084
2 C 5.99875 -1.26724 1.18127  C1 1.523, C3 1.552, H25 1.083, H26 1.085
3 C 5.76649 0.07848 0.44293  C2 1.552, C4 1.533, H27 1.084, H28 1.084
4 C 4.37134 0.21624 -0.17659  C3 1.533, C5 1.539, H29 1.085, H30 1.082
5 C 3.42442 1.14111 0.60864  C4 1.539, C6 1.542, H31 1.084, H32 1.082
6 C 2.13408 0.45946 1.10782  C5 1.542, C7 1.516, H33 1.086, H34 1.087
7 C 0.90507 0.92625 0.35193  C6 1.516, C8 1.543, H35 1.084, H36 1.085
8 C -0.39284 0.29423 0.89766  C7 1.543, C9 1.530, H37 1.086, H38 1.085
9 C -1.51063 1.31358 1.12644  C8 1.530, C10 1.522, H39 1.085, H40 1.085
10 C -2.88519 0.66511 1.04543  C9 1.522, C11 1.536, H41 1.084, H42 1.087
11 C -3.21308 0.11584 -0.35051  C10 1.536, C12 1.517, H43 1.088, H44 1.081
12 C -4.56017 0.56460 -0.88480  C11 1.517, C13 1.559, H45 1.082, H46 1.085
13 C -5.77009 -0.02292 -0.09679  C12 1.559, O14 1.393, P18 1.850, H47 1.088
14 O -5.30309 -0.99459 0.78563  C13 1.393, C15 1.418
15 C -6.25072 -1.59739 1.65170  O14 1.418, C16 1.514, H48 1.084, H49 1.089
16 C -6.91808 -0.63850 2.61428  C15 1.514, N17 1.459, H50 1.083, H51 1.090
17 N -5.98056 0.24321 3.30058  C16 1.459, H52 1.010, H53 1.007
18 P -7.01541 -0.64144 -1.31732  C13 1.850, O19 1.600, O20 1.585, S21 1.955
19 O -6.55847 -2.10487 -1.77563  P18 1.600, H54 0.976
20 O -6.88912 0.29426 -2.59092  P18 1.585, H55 0.977
21 S -8.86856 -0.67938 -0.69503  P18 1.955
22 H 7.02582 -2.18524 -0.45946  C1 1.081
23 H 7.37228 -2.94312 1.10329  C1 1.089
24 H 8.09530 -1.39581 0.66906  C1 1.084
25 H 6.13501 -1.08569 2.24070  C2 1.083
26 H 5.13202 -1.90125 1.02597  C2 1.085
27 H 6.49139 0.13561 -0.36078  C3 1.084
28 H 5.96033 0.89034 1.13455  C3 1.084
29 H 3.92365 -0.76049 -0.32889  C4 1.085
30 H 4.50580 0.65339 -1.15740  C4 1.082
31 H 3.11293 1.96877 -0.01897  C5 1.084
32 H 3.94240 1.58019 1.45152  C5 1.082
33 H 2.19537 -0.61733 0.98092  C6 1.086
34 H 1.98640 0.64413 2.16890  C6 1.087
35 H 1.01308 0.61757 -0.68171  C7 1.084
36 H 0.80522 2.00445 0.41384  C7 1.085
37 H -0.71305 -0.48796 0.21533  C8 1.086
38 H -0.18907 -0.18014 1.85142  C8 1.085
39 H -1.43042 2.14935 0.43983  C9 1.085
40 H -1.38822 1.66845 2.14471  C9 1.085
41 H -2.91414 -0.13650 1.77434  C10 1.084
42 H -3.64993 1.39461 1.30057  C10 1.087
43 H -2.46729 0.51039 -1.03793  C11 1.088
44 H -3.11827 -0.95901 -0.41041  C11 1.081
45 H -4.62670 1.64428 -0.91199  C12 1.082
46 H -4.61815 0.23724 -1.91805  C12 1.085
47 H -6.24488 0.80888 0.41836  C13 1.088
48 H -5.68410 -2.30952 2.24133  C15 1.084
49 H -7.01988 -2.16769 1.13390  C15 1.089
50 H -7.70522 -0.05722 2.15059  C16 1.083
51 H -7.41520 -1.26430 3.35512  C16 1.090
52 H -5.01764 -0.03933 3.18885  N17 1.010
53 H -6.10570 1.21387 3.06195  N17 1.007
54 H -7.11532 -2.72317 -1.26576  O19 0.976
55 H -7.55065 -0.02021 -3.23700  O20 0.977
56 C 7.79187 1.05092 -4.57115  F57 1.350, F58 1.350, F59 1.350, S60 1.844
57 F 6.87137 1.59420 -5.39617  C56 1.350
58 F 8.30452 -0.03069 -5.19558  C56 1.350
59 F 8.79071 1.94882 -4.43464  C56 1.350
60 S 7.05627 0.60464 -2.93984  C56 1.844, O61 1.448, O62 1.448, O63 1.449
61 O 6.02622 -0.34844 -3.29807  S60 1.448
62 O 6.57198 1.87561 -2.44242  S60 1.448
63 O 8.18219 0.04980 -2.21687  S60 1.449

---

Entry 3:
Density functional theory data (the ωB97M-V functional and the def2-TZVPD basis) for 2 unconnected molecules or ions with the total composition C16H34N5S2.

Values from the calculation:
Spin multiplicity ... 1
Net charge ... +1
Electronic energy ... -1699.50252 Ha
Energy relative to the best compared isomer or geometry (same formula, charge and spin) ... 1403.3 kJ/mol
Highest occupied orbital energy ... -10.908 eV
Max |F| ... 0.259 Eh/bohr

Last columns: bonded neighbours and bond lengths (Å).
Element x y z (Å)
1 C 5.62394 -1.04522 -0.77660  H2 0.967, H3 1.126, C4 1.460, H57 1.243
2 H 4.97247 -1.44151 -0.18152  C1 0.967
3 H 6.43053 -1.75852 -1.10505  C1 1.126
4 C 6.37460 0.09835 -0.26523  C1 1.460, H5 1.115, C6 1.595, H56 1.230
5 H 6.96745 0.42930 -1.15023  C4 1.115
6 C 5.36266 1.09436 0.46136  C4 1.595, C7 1.465, H54 1.188, H55 1.051
7 C 4.39810 1.78132 -0.40137  C6 1.465, N8 1.422, H52 1.154
8 N 3.29426 1.14814 -1.03539  C7 1.422, C9 1.364, H51 0.944
9 C 2.15117 1.10142 -0.29346  N8 1.364, N10 1.281, S50 1.893
10 N 1.25328 0.21048 -0.49770  C9 1.281, H11 1.188, C12 1.452
11 H 0.26848 0.54476 0.07617  N10 1.188
12 C 1.10303 -0.58437 -1.70362  N10 1.452, H13 1.003, H14 1.216, C15 1.521
13 H 1.23757 -0.30603 -2.65800  C12 1.003
14 H 2.11076 -1.24001 -1.52294  C12 1.216
15 C -0.05649 -1.56824 -1.68642  C12 1.521, N16 1.624, H48 0.988, H49 1.146
16 N 0.02968 -2.75332 -0.57984  C15 1.624, C17 1.449, C42 1.559
17 C -1.03220 -3.73683 -0.65178  N16 1.449, H18 1.062, C19 1.594, H47 1.056
18 H -1.36132 -3.89044 -1.65013  C17 1.062
19 C -2.19116 -2.80521 -0.07632  C17 1.594, N20 1.491, H45 1.218, H46 1.222
20 N -1.84864 -1.81166 0.98098  C19 1.491, C21 1.324, C39 1.407
21 C -2.35250 -0.60773 0.75623  N20 1.324, S22 1.799, N23 1.284
22 S -1.45678 0.80360 1.41996  C21 1.799
23 N -3.56980 -0.29062 0.49662  C21 1.284, C25 1.551, H38 1.090
24 H 0.75219 1.83677 1.67091  S50 1.314
25 C -4.20547 1.05894 0.07294  N23 1.551, C26 1.305, H36 1.139, H37 1.120
26 C -5.11055 0.90277 -0.85433  C25 1.305, H27 1.299, H28 1.075, C29 1.566
27 H -5.89700 -0.11935 -0.69536  C26 1.299
28 H -4.62193 0.85266 -1.81002  C26 1.075
29 C -6.04541 2.15912 -0.84621  C26 1.566, C30 1.600, H34 0.934, H35 1.142
30 C -5.05092 3.33917 -1.27055  C29 1.600, H31 1.032, H32 1.231, H33 1.162
31 H -4.35563 3.71940 -0.60965  C30 1.032
32 H -4.57515 3.14426 -2.38854  C30 1.231
33 H -5.66800 4.30032 -1.48148  C30 1.162
34 H -6.48536 2.27591 -0.03065  C29 0.934
35 H -6.77377 2.00420 -1.71197  C29 1.142
36 H -3.37943 1.83463 0.18879  C25 1.139
37 H -4.69526 1.14360 1.07654  C25 1.120
38 H -4.18160 -1.18209 0.63407  N23 1.090
39 C -0.65521 -2.17376 1.63308  N20 1.407, H40 1.187, H41 1.256, C42 1.316
40 H -0.51283 -1.27958 2.40020  C39 1.187
41 H -0.80677 -3.18478 2.36275  C39 1.256
42 C 0.40407 -2.44540 0.90172  N16 1.559, C39 1.316, H43 1.050, H44 1.282
43 H 1.18574 -1.76617 0.72970  C42 1.050
44 H 0.98654 -3.58311 1.00678  C42 1.282
45 H -3.05601 -2.41808 -0.84189  C19 1.218
46 H -2.70189 -3.72691 0.54190  C19 1.222
47 H -0.70995 -4.60022 -0.13661  C17 1.056
48 H -0.09290 -2.08593 -2.52767  C15 0.988
49 H -0.86922 -0.81145 -1.40387  C15 1.146
50 S 1.93646 2.19988 1.23296  C9 1.893, H24 1.314
51 H 3.45434 0.51046 -1.71329  N8 0.944
52 H 4.17273 2.89039 -0.17541  C7 1.154
53 H 5.20726 2.19691 -1.59213  no bonds
54 H 6.11933 1.84920 0.97902  C6 1.188
55 H 4.93368 0.65340 1.31314  C6 1.051
56 H 7.02822 -0.15542 0.74510  C4 1.230
57 H 5.07716 -0.83015 -1.87152  C1 1.243

---

Entry 4:
Density functional theory data (the ωB97M-V functional and the def2-TZVPD basis) for 3 unconnected molecules or ions with the total composition C16H34NO7S.

Values from the calculation:
Spin multiplicity ... 1
Net charge ... +1
Electronic energy ... -1609.39388 Ha
Energy relative to the best compared isomer or geometry (same formula, charge and spin) ... 0.0 kJ/mol
Highest occupied orbital energy ... -12.278 eV
Max |F| ... 0.035 Eh/bohr

Last columns: bonded neighbours and bond lengths (Å).
Element x y z (Å)
1 C 0.29325 -1.46991 0.66427  C2 1.548, H14 1.081, H15 1.085, H16 1.083
2 C 1.61271 -0.72086 0.97249  C1 1.548, C3 1.523, H17 1.085, H18 1.082
3 C 1.39270 0.76713 0.73647  C2 1.523, C4 1.539, H19 1.090, H20 1.082
4 C 2.51578 1.70492 1.21246  C3 1.539, S5 1.813, C9 1.545, N13 1.506
5 S 4.19007 1.01277 1.15563  C4 1.813, C6 1.786, O7 1.441, O8 1.422
6 C 4.54743 0.59847 -0.54490  S5 1.786, H21 1.083, H22 1.081, H23 1.086
7 O 5.01886 2.14811 1.47265  S5 1.441
8 O 4.34075 -0.09896 2.02985  S5 1.422
9 C 2.25442 2.21913 2.64530  C4 1.545, O10 1.403, H24 1.088, H25 1.085
10 O 1.80229 3.54739 2.67636  C9 1.403, C11 1.404
11 C 0.79387 3.85897 1.75047  O10 1.404, C12 1.542, H26 1.090, H27 1.082
12 C 1.24182 3.62247 0.29414  C11 1.542, N13 1.491, H28 1.083, H29 1.080
13 N 2.54817 2.90379 0.30088  C4 1.506, C12 1.491, H30 1.021, H31 1.030
14 H -0.08784 -2.00695 1.52172  C1 1.081
15 H -0.46067 -0.73661 0.39884  C1 1.085
16 H 0.42404 -2.12631 -0.18693  C1 1.083
17 H 2.36856 -1.11286 0.29987  C2 1.085
18 H 1.91599 -0.93690 1.98805  C2 1.082
19 H 1.14122 0.90592 -0.31490  C3 1.090
20 H 0.51614 1.03855 1.31000  C3 1.082
21 H 5.09221 1.43957 -0.95501  C6 1.083
22 H 5.20265 -0.26166 -0.53935  C6 1.081
23 H 3.64953 0.42874 -1.13181  C6 1.086
24 H 1.58359 1.51912 3.13977  C9 1.088
25 H 3.19332 2.20541 3.18984  C9 1.085
26 H -0.14168 3.33553 1.94809  C11 1.090
27 H 0.60451 4.91816 1.86112  C11 1.082
28 H 1.41779 4.58079 -0.17813  C12 1.083
29 H 0.50092 3.10978 -0.30111  C12 1.080
30 H 2.87547 2.65993 -0.63446  N13 1.021
31 H 3.25693 3.53885 0.69556  N13 1.030
32 O -0.90632 -0.52118 -4.43344  C33 1.202
33 C -0.88852 -1.71773 -4.54855  O32 1.202, O34 1.347, C37 1.510
34 O -1.20501 -2.46874 -3.47654  C33 1.347, C35 1.433
35 C -1.41130 -3.88558 -3.53595  O34 1.433, C36 1.514, H38 1.090, H39 1.088
36 C -0.11566 -4.65375 -3.38325  C35 1.514, H40 1.090, H41 1.090, H42 1.090
37 C -0.43612 -2.39225 -5.82143  C33 1.510, H43 1.089, H44 1.086, H45 1.087
38 H -1.94863 -4.15915 -4.44395  C35 1.090
39 H -2.07337 -4.10783 -2.70113  C35 1.088
40 H 0.57372 -4.44674 -4.20189  C36 1.090
41 H -0.30924 -5.72583 -3.36317  C36 1.090
42 H 0.38303 -4.37238 -2.45543  C36 1.090
43 H 0.64444 -2.52418 -5.78593  C37 1.089
44 H -0.68264 -1.74057 -6.65492  C37 1.086
45 H -0.91039 -3.35312 -6.00550  C37 1.087
46 O -1.33272 0.88105 2.70726  C47 1.210
47 C -2.53459 0.75321 2.65825  O46 1.210, O48 1.333, C51 1.509
48 O -3.05010 -0.45063 2.90601  C47 1.333, C49 1.438
49 C -4.45746 -0.69253 3.07574  O48 1.438, C50 1.513, H52 1.090, H53 1.088
50 C -5.14940 -0.94517 1.75389  C49 1.513, H54 1.090, H55 1.089, H56 1.090
51 C -3.44069 1.88654 2.24304  C47 1.509, H57 1.090, H58 1.087, H59 1.086
52 H -4.92057 0.11630 3.64023  C49 1.090
53 H -4.51304 -1.58091 3.70063  C49 1.088
54 H -5.10335 -0.07400 1.10002  C50 1.090
55 H -6.19730 -1.19350 1.91748  C50 1.089
56 H -4.67207 -1.77297 1.23012  C50 1.090
57 H -3.54238 1.87622 1.15827  C51 1.090
58 H -2.97790 2.82237 2.54673  C51 1.087
59 H -4.42716 1.85058 2.69622  C51 1.086